The following is a DFT calculation (ωB97M-V with the def2-TZVPD basis set) of a molecular structure, C3H2FO2Tl at a distorted geometry.

Summary:
LUMO	-1.3	eV
E_HOMO	-6.60	eV
multiplicity	1
Kohn-Sham gap	5.28	eV
energy above the lowest of the compared OMol25 structures with the same formula, charge and spin	84.3	kcal/mol
calculated total energy	-538.18466	Ha

XYZ file:
```
9
Properties=species:S:1:pos:R:3:forces:R:3
C -0.710 0.060 -0.213 2.11 -0.51 0.24
C 1.700 -0.312 -0.586 -0.24 -0.81 0.76
O 0.273 0.716 -0.722 -0.33 0.34 0.26
O -0.282 -1.136 0.221 -1.81 0.21 0.33
C 1.033 -1.495 -0.203 0.58 0.33 -0.89
H 2.282 -0.248 -1.509 -0.09 0.14 0.28
F 2.428 0.346 0.426 -1.06 0.41 -0.89
H 0.988 -2.283 -0.960 -0.18 0.28 0.19
Tl -3.189 0.982 0.419 1.02 -0.40 -0.27
```
Positions in Å, forces in eV/Å.

The following is a DFT calculation (ωB97M-V with the def2-TZVPD basis set) of 2 unconnected molecules or ions with the total composition C3H2O3S at a distorted geometry.

Summary:
LUMO	-0.5	eV
E_HOMO	-8.83	eV
multiplicity	1
Kohn-Sham gap	8.31	eV
energy above the lowest of the compared OMol25 structures with the same formula, charge and spin	97.2	kcal/mol
calculated total energy	-739.29636	Ha

XYZ file:
```
9
Properties=species:S:1:pos:R:3:forces:R:3
C -0.313 0.602 -1.507 2.98 -1.04 0.39
C -0.819 -0.300 0.880 -0.30 -1.16 -0.44
C 0.847 0.095 -1.132 1.81 -2.25 0.68
O -1.309 1.018 -1.832 -2.39 1.00 -0.77
O -1.638 -0.906 0.345 -0.62 0.19 0.15
O 0.062 -0.288 3.251 -0.42 -0.33 1.34
S 0.394 0.136 1.892 1.13 0.91 -0.68
H 1.124 -1.074 -1.229 -1.12 3.09 0.05
H 1.652 0.718 -0.668 -1.06 -0.40 -0.73
```
Positions in Å, forces in eV/Å.

The following is a DFT calculation (ωB97M-V with the def2-TZVPD basis set) of a single C21H24N2O4 molecule.

Summary:
LUMO	0.5	eV
E_HOMO	-8.84	eV
multiplicity	1
Kohn-Sham gap	9.32	eV
energy above the lowest of the compared OMol25 structures with the same formula, charge and spin	11.4	kcal/mol
SMILES	CC(C)c1ccc(C[C@H](NC(=O)c2ccccc2)C(=O)NCC(=O)O)cc1
calculated total energy	-1225.17995	Ha

XYZ file:
```
51
Properties=species:S:1:pos:R:3:forces:R:3
C 0.275 4.208 4.418 0.26 -0.02 -0.08
C 1.419 3.193 4.361 -0.13 0.01 0.17
C 1.759 2.679 5.761 0.12 0.13 -0.21
C 1.079 2.047 3.440 0.15 0.08 -0.07
C 1.869 1.773 2.331 -0.05 0.03 0.05
C 1.573 0.723 1.482 -0.04 -0.06 -0.02
C 0.468 -0.085 1.718 0.02 -0.10 0.02
C 0.130 -1.217 0.786 0.04 0.08 -0.14
C -0.146 -0.707 -0.630 0.04 0.05 0.09
N -1.063 -1.587 -1.333 0.09 -0.16 0.14
C -1.772 -1.162 -2.403 0.04 -0.11 0.18
O -1.686 -0.015 -2.820 -0.15 0.15 -0.15
C -2.662 -2.173 -3.031 -0.26 -0.13 -0.25
C -3.229 -3.224 -2.316 0.11 0.12 -0.04
C -4.060 -4.127 -2.956 -0.05 -0.12 0.00
C -4.326 -3.992 -4.309 -0.03 -0.03 0.03
C -3.774 -2.941 -5.023 0.00 0.00 -0.04
C -2.952 -2.032 -4.385 0.09 0.08 0.12
C 1.150 -0.620 -1.458 -0.53 0.16 0.23
O 2.134 -1.296 -1.228 0.04 -0.33 0.14
N 1.075 0.262 -2.465 0.06 0.40 -0.40
C 2.158 0.374 -3.417 0.13 -0.25 0.11
C 3.501 0.115 -2.742 0.24 -0.09 -0.51
O 4.342 -0.625 -3.168 0.05 0.00 -0.11
O 3.688 0.917 -1.689 -0.06 0.54 0.49
C -0.325 0.187 2.824 0.00 -0.03 -0.02
C -0.022 1.234 3.675 0.03 0.05 0.01
H 0.561 5.063 5.027 -0.02 0.10 0.08
H 0.032 4.561 3.418 -0.08 0.07 -0.06
H -0.617 3.762 4.851 -0.13 -0.04 0.05
H 2.304 3.700 3.960 -0.06 -0.07 -0.02
H 2.063 3.504 6.402 0.02 0.06 0.12
H 2.574 1.960 5.712 0.06 -0.08 0.06
H 0.899 2.191 6.213 -0.10 -0.07 0.08
H 2.732 2.391 2.127 0.09 0.08 0.00
H 2.206 0.529 0.631 0.13 -0.03 -0.12
H 0.967 -1.920 0.735 -0.11 -0.04 0.00
H -0.752 -1.744 1.158 0.00 0.02 -0.03
H -0.614 0.284 -0.601 0.08 -0.18 0.03
H -0.996 -2.573 -1.133 -0.07 0.02 -0.10
H -3.052 -3.325 -1.255 0.01 0.00 0.09
H -4.503 -4.937 -2.397 -0.04 -0.05 0.04
H -4.971 -4.703 -4.804 -0.05 -0.06 -0.04
H -3.988 -2.829 -6.075 -0.01 0.01 -0.08
H -2.520 -1.200 -4.921 0.02 0.07 -0.03
H 0.164 0.637 -2.714 0.12 -0.11 0.18
H 2.170 1.392 -3.815 0.02 -0.10 -0.01
H 2.052 -0.341 -4.241 0.13 0.13 0.15
H 4.531 0.703 -1.259 -0.07 -0.15 -0.27
H -1.190 -0.430 3.028 -0.08 -0.07 0.00
H -0.656 1.416 4.530 -0.08 0.04 0.11
```
Positions in Å, forces in eV/Å.

The following is a DFT calculation (ωB97M-V with the def2-TZVPD basis set) of 22 unconnected molecules or ions with the total composition C66H121N11O11S11 at a distorted geometry.

Summary:
LUMO	-0.2	eV
E_HOMO	-7.22	eV
multiplicity	1
Kohn-Sham gap	7.05	eV
calculated total energy	-8396.86526	Ha

XYZ file:
```
220
Properties=species:S:1:pos:R:3:forces:R:3
C 7.102 2.944 1.545 1.19 0.00 0.38
S 6.831 3.247 -0.190 -1.05 -2.13 -0.57
O 6.191 1.942 -0.782 1.29 2.75 1.50
C 5.494 4.453 0.033 -0.89 -0.94 -0.54
H 7.657 2.015 1.669 -0.37 -0.30 -0.26
H 6.248 2.993 2.221 -0.07 0.05 -0.34
H 7.872 3.672 1.801 -0.25 0.43 0.34
H 4.673 3.940 0.534 0.11 -0.11 0.36
H 5.092 4.564 -0.974 0.24 0.50 -0.08
H 5.702 5.394 0.542 0.43 -0.16 -0.22
C 5.931 -0.986 3.225 -1.01 -0.25 -0.25
S 4.883 -1.235 1.654 0.58 1.15 0.41
O 3.715 -2.110 1.975 -0.06 0.02 0.37
C 4.247 0.494 1.468 -0.06 0.00 0.33
H 5.249 -0.999 4.075 -0.09 0.01 -0.10
H 6.473 -0.042 3.264 -0.07 0.01 -0.46
H 6.628 -1.817 3.330 -0.08 -0.06 -0.42
H 3.333 0.779 1.988 -0.04 -0.78 0.71
H 3.970 0.702 0.435 0.78 -0.21 -0.22
H 5.029 1.142 1.864 0.03 0.06 -0.52
C -0.291 -0.725 -5.091 -0.81 0.61 -0.32
S 0.604 -1.759 -6.296 0.14 0.75 1.42
O 1.577 -2.565 -5.458 -1.00 0.26 -0.84
C -0.834 -2.768 -6.748 0.83 -0.86 -0.22
H -1.220 -0.352 -5.521 -0.20 -0.34 -0.52
H 0.170 0.226 -4.826 0.80 -0.47 0.05
H -0.604 -1.279 -4.207 0.46 -0.18 -0.08
H -1.305 -3.239 -5.885 -0.04 0.21 0.00
H -0.334 -3.537 -7.338 -0.17 -0.35 0.02
H -1.530 -2.289 -7.435 0.06 0.43 0.37
C -1.450 -0.177 0.236 -0.07 -0.02 -0.18
S -0.286 -0.782 -1.068 -0.18 1.15 1.47
O -0.496 0.224 -2.164 0.32 -0.49 0.25
C 1.204 -0.248 -0.106 -0.28 -0.15 -0.47
H -1.240 -0.516 1.250 0.38 -0.22 -0.12
H -2.480 -0.460 0.022 0.17 -0.18 -0.32
H -1.393 0.910 0.187 0.09 0.04 0.01
H 2.040 -0.135 -0.796 -0.15 -0.08 -0.18
H 1.466 -1.004 0.634 -0.17 -0.10 0.01
H 0.995 0.708 0.374 -0.04 0.03 0.00
C -2.838 4.546 3.246 -0.32 -0.38 0.49
S -3.386 2.780 2.911 0.08 1.85 -2.16
O -3.205 2.578 1.387 0.07 0.02 1.91
C -5.185 3.147 3.034 0.58 -0.60 0.85
H -3.236 5.222 2.489 -0.25 -0.35 -0.10
H -1.772 4.748 3.344 0.14 -0.81 -0.24
H -3.263 4.795 4.218 -0.21 0.03 0.04
H -5.602 2.466 2.292 -0.26 0.36 0.13
H -5.442 4.202 2.938 0.17 -0.17 -0.50
H -5.514 2.818 4.020 -0.04 -0.06 0.03
C 2.171 5.178 -2.150 0.30 0.88 -0.04
S 2.166 6.576 -0.897 0.81 -0.88 -0.12
O 2.388 5.892 0.445 0.18 0.52 -0.91
C 3.791 7.361 -1.419 -1.11 0.05 -0.62
H 1.747 5.473 -3.110 0.20 0.62 0.01
H 1.556 4.313 -1.903 0.25 0.23 0.83
H 3.222 4.915 -2.269 -0.20 -0.34 -0.07
H 3.939 8.328 -0.940 0.06 -0.46 0.83
H 3.643 7.714 -2.440 -0.18 -0.50 -0.38
H 4.638 6.675 -1.398 -0.17 0.15 0.30
C -0.804 6.384 0.707 -0.21 0.94 -0.56
S -1.799 7.124 -0.669 -0.38 -1.08 0.21
O -1.013 6.900 -1.935 -0.49 -0.06 0.88
C -3.178 5.871 -0.576 0.63 0.08 -0.18
H -0.311 5.463 0.396 -0.11 0.24 -0.16
H -1.361 6.227 1.631 -0.22 0.10 -0.26
H -0.097 7.198 0.868 0.37 -0.41 0.23
H -3.812 5.957 -1.458 0.22 0.01 -0.04
H -3.802 5.998 0.308 0.18 0.42 0.11
H -2.712 4.888 -0.514 -0.09 -0.05 -0.25
C -1.988 -1.293 6.390 0.80 0.54 0.36
S -0.506 -0.619 7.221 0.09 -0.62 1.70
O -0.825 -0.465 8.723 0.16 0.21 -2.50
C -0.455 1.007 6.398 0.31 0.24 0.64
H -2.772 -0.631 6.759 -0.39 -0.27 -0.53
H -2.144 -2.346 6.624 0.06 0.27 0.52
H -1.724 -1.284 5.333 -0.46 0.42 -0.15
H -0.229 0.924 5.335 -0.46 -0.32 -0.02
H 0.417 1.511 6.815 0.12 -0.17 0.24
H -1.295 1.658 6.640 -0.32 -0.29 -0.22
C -3.884 -8.450 1.592 -0.92 0.43 0.85
S -2.869 -7.080 0.991 -1.06 1.00 -1.92
O -3.276 -6.839 -0.460 0.54 -0.32 1.70
C -3.682 -5.735 1.944 -0.34 0.36 0.16
H -3.831 -9.341 0.967 0.69 0.13 0.18
H -4.947 -8.229 1.683 -0.12 0.57 -0.60
H -3.635 -8.563 2.647 0.59 -0.63 -0.07
H -3.445 -4.716 1.638 0.92 -0.27 -0.62
H -3.404 -5.756 2.998 -0.20 -0.44 0.07
H -4.759 -5.702 1.784 -0.17 -0.77 0.19
C 0.750 4.136 -5.780 0.01 0.69 -0.23
S 1.893 3.204 -6.848 -2.74 -1.66 -0.88
O 0.978 1.987 -7.192 1.97 1.82 0.33
C 1.953 4.277 -8.393 0.53 0.22 0.15
H -0.248 4.149 -6.217 0.19 0.09 -0.50
H 1.137 5.146 -5.646 -0.08 0.14 0.03
H 0.564 3.691 -4.802 0.73 -0.43 -0.06
H 1.208 5.050 -8.587 -0.61 -0.49 0.44
H 2.029 3.606 -9.249 -0.36 -0.30 0.25
H 2.885 4.840 -8.433 0.31 -0.14 0.53
C 6.150 -6.522 1.653 -0.47 0.88 0.49
S 6.592 -5.259 2.922 1.35 0.73 -1.45
O 7.247 -4.115 2.091 -1.53 -1.72 1.48
C 4.882 -4.792 3.318 0.69 -0.10 -0.30
H 5.578 -5.863 0.999 0.04 -0.37 -0.50
H 5.479 -7.265 2.084 0.12 -0.04 0.04
H 7.004 -6.979 1.153 0.02 0.28 0.28
H 4.351 -4.643 2.379 -0.12 0.40 0.22
H 5.025 -3.887 3.909 -0.42 0.09 -0.19
H 4.396 -5.558 3.922 0.18 -0.08 -0.01
N -6.659 -3.376 -1.913 0.33 0.69 0.86
C -6.172 -4.173 -0.872 0.11 -1.13 -2.22
C -6.820 -5.387 -1.054 0.77 0.48 2.68
C -7.860 -5.196 -1.939 -1.14 -2.01 -1.32
C -7.706 -4.003 -2.521 0.14 1.56 -0.56
H -6.267 -2.513 -2.260 0.07 -0.07 0.31
H -5.255 -4.022 -0.322 -0.14 0.48 -0.19
H -6.590 -6.262 -0.463 -0.15 -0.04 -0.06
H -8.575 -5.924 -2.292 0.00 -0.08 0.23
H -8.262 -3.552 -3.330 0.13 0.10 0.12
N -5.079 -0.836 1.186 0.33 -0.82 2.16
C -6.176 -1.748 1.403 2.42 2.64 -0.42
C -5.957 -2.218 2.681 -1.52 -1.53 -0.60
C -4.760 -1.793 3.207 1.62 2.71 -0.72
C -4.233 -0.821 2.303 -1.77 -1.70 0.08
H -4.862 -0.169 0.459 -0.74 -0.35 -0.37
H -6.840 -1.781 0.552 -0.46 -0.57 0.61
H -6.556 -2.866 3.304 -0.41 -0.25 -0.62
H -4.438 -2.104 4.190 0.35 0.35 -0.10
H -3.450 -0.079 2.348 0.19 -0.38 0.05
N 2.196 3.700 2.146 -1.42 -0.04 -0.99
C 2.636 3.084 3.253 1.22 0.79 0.49
C 1.662 2.323 3.774 -1.67 -0.74 1.08
C 0.502 2.471 2.955 0.30 0.94 -1.40
C 0.860 3.340 1.924 1.28 -0.48 0.81
H 2.674 4.418 1.620 -0.14 0.08 -0.18
H 3.576 3.344 3.718 0.12 -0.07 -0.24
H 1.708 1.863 4.751 0.08 -0.27 -0.21
H -0.499 2.067 2.982 0.18 -0.37 0.40
H 0.353 3.634 1.017 0.01 0.01 0.23
N 4.408 1.993 -2.670 -0.01 -0.78 -1.02
C 3.204 2.077 -2.046 -1.58 0.21 -1.77
C 2.214 1.742 -3.037 1.39 -0.04 1.68
C 2.948 1.282 -4.163 -3.45 0.03 -0.33
C 4.222 1.455 -3.914 3.22 0.28 -0.27
H 5.326 2.108 -2.265 -0.19 -0.16 0.49
H 3.174 2.455 -1.034 -0.32 -0.02 -0.04
H 1.136 1.710 -2.989 0.21 0.01 0.46
H 2.496 0.876 -5.057 0.13 0.02 -0.05
H 5.025 1.208 -4.592 0.30 0.17 0.34
N 1.112 -2.793 3.199 -0.08 0.23 0.43
C 0.867 -3.025 4.553 1.50 0.66 -1.03
C -0.349 -3.597 4.649 -0.62 -0.08 0.69
C -0.862 -3.685 3.363 -1.39 -0.36 -2.16
C 0.045 -3.190 2.428 0.27 -0.06 2.08
H 1.876 -2.269 2.797 0.52 -0.27 0.26
H 1.590 -2.801 5.323 0.01 0.13 -0.20
H -0.886 -3.869 5.546 0.27 -0.14 -0.02
H -1.849 -4.064 3.144 0.12 -0.03 -0.16
H 0.124 -3.106 1.354 -0.40 -0.19 0.05
N 4.782 0.891 7.450 -1.37 -0.74 -1.09
C 4.696 -0.306 8.120 -0.03 -0.69 -0.69
C 4.088 -1.243 7.269 1.34 -0.31 1.97
C 3.825 -0.626 6.091 -1.27 3.55 -2.14
C 4.144 0.753 6.189 0.98 -1.36 1.75
H 5.102 1.765 7.842 -0.10 -0.29 -0.06
H 5.133 -0.472 9.094 -0.07 0.24 -0.08
H 3.924 -2.303 7.390 0.11 0.13 0.59
H 3.255 -1.013 5.259 0.14 -0.18 -0.06
H 3.959 1.634 5.592 0.12 -0.31 -0.17
N -4.600 -0.602 -3.359 -0.57 -0.43 -0.84
C -4.772 -1.058 -4.649 -2.05 2.14 -0.11
C -4.020 -2.140 -4.861 0.60 -0.58 -1.65
C -3.265 -2.340 -3.720 0.07 -0.79 1.83
C -3.731 -1.445 -2.773 1.69 -0.62 0.70
H -4.962 0.267 -2.991 -0.10 -0.08 0.12
H -5.509 -0.577 -5.275 0.17 0.02 -0.09
H -3.974 -2.700 -5.783 -0.01 0.04 0.07
H -2.572 -3.155 -3.572 -0.02 0.07 0.27
H -3.485 -1.401 -1.722 0.11 0.26 -0.11
N 5.003 -4.437 -1.983 -1.42 1.60 -0.67
C 4.700 -3.161 -1.638 0.77 2.45 2.38
C 4.382 -2.349 -2.731 0.73 -0.80 1.77
C 4.431 -3.211 -3.811 -0.20 -0.48 -0.85
C 4.700 -4.451 -3.301 0.78 -2.66 -2.21
H 5.181 -5.236 -1.391 -0.14 0.41 -0.17
H 4.890 -2.849 -0.621 -0.15 0.07 0.04
H 4.222 -1.284 -2.806 -0.04 -0.03 0.46
H 4.310 -2.848 -4.821 -0.31 -0.72 -0.09
H 4.708 -5.441 -3.733 0.08 0.25 -0.67
N -1.496 2.550 -2.946 1.33 0.51 -0.27
C -2.443 2.170 -3.848 -0.62 2.02 0.06
C -3.002 3.381 -4.256 -1.60 -0.98 -1.32
C -2.365 4.437 -3.667 1.68 1.58 1.00
C -1.336 3.938 -2.900 -0.94 -1.59 0.23
H -0.880 1.876 -2.513 -0.01 -0.22 0.18
H -2.696 1.164 -4.150 0.28 0.00 0.40
H -3.825 3.620 -4.915 -0.13 -0.79 -0.23
H -2.556 5.496 -3.758 -0.10 -0.08 -0.25
H -0.575 4.437 -2.318 -0.22 -0.20 0.06
N 1.647 -3.944 -1.634 -1.29 0.30 -0.04
C 0.323 -3.754 -1.967 0.70 -0.05 -1.19
C -0.409 -4.755 -1.410 -0.98 0.27 0.92
C 0.442 -5.500 -0.561 1.19 -0.15 -0.18
C 1.710 -4.987 -0.771 0.54 -0.40 -0.04
H 2.448 -3.460 -2.012 -0.08 0.14 -0.03
H 0.009 -2.987 -2.660 0.23 -0.19 -0.01
H -1.479 -4.871 -1.503 0.00 -0.06 0.02
H 0.230 -6.325 0.103 -0.20 0.01 -0.21
H 2.716 -5.317 -0.557 -0.24 -0.23 0.63
N -5.514 2.291 -0.256 -0.67 0.56 0.87
C -6.787 1.811 -0.159 -1.02 -0.96 -1.84
C -7.331 1.752 -1.473 1.57 0.36 2.04
C -6.324 2.309 -2.307 0.14 0.84 0.11
C -5.247 2.727 -1.502 -0.78 -0.95 -1.25
H -4.859 2.421 0.502 0.23 0.08 0.04
H -7.242 1.451 0.752 0.31 0.01 0.07
H -8.303 1.356 -1.729 0.13 0.12 -0.07
H -6.471 2.513 -3.357 0.29 0.04 -0.01
H -4.344 3.292 -1.680 0.01 -0.29 -0.37
```
Positions in Å, forces in eV/Å.